Record 1
Below is one molecule with the formula C9H20N2OS, with properties calculated with the ωB97M-V functional and the def2-TZVPD basis.

Relative energy (zero: lowest compared OMol25 entry of this formula, charge and spin) ... 0.00 kJ/mol
Net charge ... 0
LUMO level ... 0.54 eV
E_HOMO ... -7.787 eV
Spin multiplicity ... 1
Max |F| ... 0.81 eV/Å
Total energy ... -25521.0309 eV
SMILES ... CCCCNC(=S)NC(C)(C)CO

Element x y z (Å)
H: -1.781 2.320 -1.226
C: 1.365 -1.571 0.199
H: -0.332 -0.212 -0.918
H: 1.692 0.043 -2.146
H: -4.228 -2.026 1.273
N: 1.490 0.898 0.415
H: 3.038 -1.077 -1.885
H: -2.121 0.794 -2.081
C: -2.848 0.875 -0.039
H: 3.267 0.662 -1.648
H: -3.291 -1.079 -0.829
C: 2.182 -0.294 -0.057
N: -0.494 0.776 -0.816
H: -3.805 1.326 -0.307
H: 0.751 -1.452 1.089
C: -4.116 -0.950 1.153
H: -2.521 1.318 0.903
O: 4.161 0.847 0.693
H: 2.116 1.572 0.838
S: 0.012 3.021 0.472
C: 3.464 -0.373 0.797
H: 4.083 -1.205 0.436
H: 4.942 0.816 1.254
H: 3.182 -0.569 1.841
C: -3.029 -0.632 0.134
C: -1.829 1.234 -1.123
C: 0.342 1.472 -0.018
C: 2.567 -0.161 -1.535
H: 2.037 -2.411 0.359
H: -2.089 -1.080 0.467
H: -5.070 -0.540 0.832
H: 0.729 -1.825 -0.646
H: -3.867 -0.519 2.120

Record 2
Below is C5H7IrO3 as an isolated structure in a non-equilibrium geometry, with properties calculated with the ωB97M-V functional and the def2-TZVPD basis.

Relative energy (zero: lowest compared OMol25 entry of this formula, charge and spin) ... 540.62 kJ/mol
Net charge ... +1
LUMO level (spin up / spin down) ... -5.25 / -8.83 eV
Expectation value of S² ... 8.768
E_HOMO (spin up / spin down) ... -11.963 / -13.727 eV
Spin multiplicity ... 6
Max |F| ... 6.33 eV/Å
Total energy ... -14258.9248 eV

Element x y z (Å)
C: 1.937 0.245 0.446
Ir: -3.643 0.193 -0.719
O: -0.935 0.145 -2.046
C: 1.871 -1.106 0.280
H: 2.370 0.607 1.384
H: -1.117 2.413 0.837
H: 0.315 2.322 0.242
H: -0.091 -2.112 -0.238
C: -0.409 1.598 0.639
C: 1.228 -2.202 0.081
C: -1.360 -0.239 -0.965
O: -1.763 0.708 -0.081
H: 2.183 0.834 -0.444
O: -1.858 -1.378 -0.644
H: 1.589 -3.119 -0.380
H: -0.317 1.092 1.609

Record 3
Below is a 2-piece molecular cluster, C4H12 overall in a non-equilibrium geometry, with properties calculated with the ωB97M-V functional and the def2-TZVPD basis.

Relative energy (zero: lowest compared OMol25 entry of this formula, charge and spin) ... 66.63 kJ/mol
Net charge ... 0
LUMO level ... 1.10 eV
E_HOMO ... -11.368 eV
Spin multiplicity ... 1
Max |F| ... 3.86 eV/Å
Total energy ... -4341.8377 eV
SMILES ... CC.CC

Element x y z (Å)
H: 1.110 2.352 0.093
H: 0.077 -2.191 -2.786
H: 0.756 1.191 2.522
H: -0.527 2.785 0.047
H: -0.874 -3.247 -0.594
H: -1.774 -1.962 -1.097
C: 0.392 -1.912 -1.788
H: -0.904 2.074 2.450
H: -0.103 1.154 0.026
H: 1.278 -2.475 -1.461
C: 0.191 2.069 0.594
C: 0.126 1.979 2.095
H: 0.861 -0.929 -1.845
C: -0.736 -2.160 -0.797
H: 0.611 2.899 2.402
H: -0.486 -1.627 0.140

Record 4
Below is a 2-piece molecular cluster, C35H28Cl3NP overall in a non-equilibrium geometry, with properties calculated with the ωB97M-V functional and the def2-TZVPD basis.

Relative energy (zero: lowest compared OMol25 entry of this formula, charge and spin) ... 56.54 kJ/mol
Net charge ... +1
LUMO level ... -4.94 eV
E_HOMO ... -10.473 eV
Spin multiplicity ... 1
Max |F| ... 1.76 eV/Å
Total energy ... -85089.9049 eV

Element x y z (Å)
H: 0.221 2.261 -2.554
H: 3.475 5.014 0.011
C: 3.393 -0.094 1.227
C: -2.131 -1.273 -1.081
H: 1.583 -2.162 -1.158
C: 4.388 -0.234 -3.039
H: 2.966 2.736 0.776
H: -3.994 3.354 -3.055
C: -3.984 0.459 -1.233
H: 0.356 1.202 2.139
C: -2.193 -4.388 -0.166
H: -2.315 -4.092 3.837
H: 1.497 1.271 4.339
N: -2.464 -3.203 1.975
C: 2.077 0.370 1.090
H: -4.617 -0.098 -0.537
C: -2.727 -1.457 3.793
H: 3.497 1.563 -2.289
C: 3.321 -2.323 -2.414
C: 1.233 4.145 -2.407
H: -1.216 -4.860 0.004
C: -2.524 1.760 -3.240
H: -3.041 -5.155 2.602
C: -3.686 2.361 -2.718
C: 1.564 2.317 -0.842
H: 5.043 -0.417 2.581
C: 2.171 4.914 -1.701
C: 2.774 4.400 -0.552
C: -2.318 -3.162 0.631
H: -1.294 -4.855 2.595
Cl: 4.144 0.550 5.107
H: -2.813 1.009 0.727
H: -2.964 1.908 3.064
H: 5.165 0.299 -3.581
C: 2.363 -1.621 -1.691
H: -5.389 2.094 -1.415
H: -2.269 -4.135 -1.231
C: 4.346 -1.629 -3.075
C: -2.633 -1.014 1.381
H: -2.891 0.352 5.000
C: 0.934 2.857 -1.985
P: 1.178 0.548 -0.504
C: -2.723 -0.084 -1.627
H: -1.951 2.266 -4.026
C: -2.868 0.827 2.902
C: 1.382 0.846 2.228
C: 2.422 -0.211 -1.623
Cl: 2.567 6.496 -2.251
H: 3.956 -0.474 0.379
H: -1.566 -1.893 -1.779
C: -4.443 1.666 -1.762
C: -2.773 0.346 1.588
C: 3.428 0.478 -2.314
C: 2.021 0.899 3.461
H: 0.744 4.567 -3.284
Cl: 5.547 -2.503 -3.944
C: -2.830 -0.059 3.992
C: -2.667 -1.909 2.478
C: 3.351 0.466 3.582
H: 3.282 -3.408 -2.472
C: -2.089 0.532 -2.746
H: -2.963 -5.141 0.055
C: -2.272 -4.394 2.788
H: -2.686 -2.159 4.628
C: 4.025 -0.047 2.473
H: -1.245 0.014 -3.210
C: -2.344 -1.799 0.194
C: 2.471 3.107 -0.119

Record 5
Below is a 7-piece molecular cluster, C22H61N11O10 overall in a non-equilibrium geometry, with properties calculated with the ωB97M-V functional and the def2-TZVPD basis.

Relative energy (zero: lowest compared OMol25 entry of this formula, charge and spin) ... 0.00 kJ/mol
Net charge ... 0
LUMO level ... 0.76 eV
E_HOMO ... -8.206 eV
Spin multiplicity ... 1
Max |F| ... 1.80 eV/Å
Total energy ... -60670.5903 eV
SMILES ... COCCNCCOC.COCCNCCOC.COCCNCCOC.NC(N)=O.NC(N)=O.NC(N)=O.NC(N)=O

Element x y z (Å)
N: 2.114 13.614 -7.443
H: 2.315 18.294 -4.532
O: 4.148 17.497 -4.105
H: 7.874 14.370 -8.438
H: 0.626 12.181 -7.507
C: 2.796 22.115 -2.620
H: 2.475 16.517 -4.836
H: 9.932 16.405 -6.070
H: 4.426 16.364 -2.451
O: 9.451 19.910 -5.208
H: 1.821 22.955 -0.960
O: 6.076 21.718 -1.308
H: 4.741 17.303 -9.057
H: 0.487 15.542 -3.841
N: 2.229 23.105 -1.860
H: 1.136 14.714 -8.937
H: -0.710 14.447 -4.594
H: 4.798 28.295 -5.300
N: 10.439 21.690 -4.224
H: 4.420 15.424 -3.959
H: 6.748 15.791 -2.871
N: 4.650 20.219 -5.626
H: 8.657 15.847 -4.168
H: 0.276 15.572 -5.577
H: 4.428 19.348 -5.165
O: 1.576 26.075 -2.892
C: 0.777 27.200 -3.178
C: 9.708 21.122 -5.221
H: 1.762 12.065 -5.324
H: 4.882 25.331 -5.156
H: 5.246 27.366 -3.867
H: 1.885 13.272 -9.509
H: 6.403 17.511 -2.955
C: 7.697 25.023 -5.644
H: 5.741 23.276 -3.091
H: 3.259 15.253 -10.172
H: 4.113 21.006 -5.287
H: 10.665 21.139 -3.417
C: 8.552 15.144 -8.075
H: 2.310 17.192 -3.195
H: 2.545 27.084 -5.264
O: 1.283 13.943 -4.743
C: 0.278 14.910 -4.703
O: 7.169 25.990 -4.754
H: 8.575 17.696 -4.477
H: 2.486 25.314 -5.299
C: 5.197 27.337 -4.969
C: 3.024 26.168 -4.891
H: 5.486 15.815 -8.628
C: 6.245 16.557 -3.478
H: 8.690 17.380 -6.810
C: 8.287 16.684 -4.767
C: 6.486 21.589 -2.460
H: 8.215 16.046 -8.613
N: 3.059 20.928 -1.992
O: 3.108 22.314 -3.794
H: 7.207 28.027 -5.193
C: 2.907 26.174 -3.349
C: 0.971 12.788 -5.499
H: 0.041 13.846 -7.148
H: 8.655 21.600 -6.872
H: 0.525 27.253 -4.241
H: 6.338 18.357 -5.941
H: 10.561 22.680 -4.122
C: 2.049 14.099 -8.812
C: 4.752 16.363 -3.503
N: 6.701 19.291 -6.099
H: -0.146 27.074 -2.617
N: 4.395 26.192 -5.365
C: 4.717 16.518 -8.282
H: 6.453 15.985 -5.435
H: 7.508 20.269 -3.771
H: 7.851 24.041 -5.203
H: 1.278 28.126 -2.872
N: 6.358 22.556 -3.427
H: 3.527 25.299 -3.112
H: 7.293 19.741 -2.158
H: 2.088 23.951 -2.384
C: 0.832 13.107 -6.963
O: 8.331 15.293 -6.693
H: 8.691 25.356 -5.989
N: 6.819 16.698 -4.813
N: 9.412 21.919 -6.291
H: 9.588 14.939 -8.349
H: 2.404 14.368 -6.833
C: 6.640 27.112 -5.403
N: 7.217 20.481 -2.830
H: 7.056 24.912 -6.522
H: 3.449 20.245 -2.620
C: 2.751 17.355 -4.192
H: 4.915 16.980 -7.321
H: 6.404 22.278 -4.409
H: 0.024 12.368 -5.123
H: 9.692 22.880 -6.318
O: 3.465 15.872 -8.204
H: 6.629 27.042 -6.499
H: 2.947 20.671 -1.032
H: 7.697 19.458 -6.083
O: 6.473 21.547 -6.043
H: 3.363 27.038 -2.859
C: 5.962 20.415 -5.940
C: 3.297 14.858 -9.149
C: 8.838 16.503 -6.171
H: 4.137 14.148 -9.123

Record 6
Below is C24H52O7 as an isolated structure in a non-equilibrium geometry, with properties calculated with the ωB97M-V functional and the def2-TZVPD basis.

Relative energy (zero: lowest compared OMol25 entry of this formula, charge and spin) ... 936.02 kJ/mol
Net charge ... 0
LUMO level ... 0.47 eV
E_HOMO ... -8.492 eV
Spin multiplicity ... 1
Max |F| ... 4.67 eV/Å
Total energy ... -40050.3953 eV

Element x y z (Å)
C: 1.792 -2.384 -4.130
H: -2.696 2.927 3.369
O: 0.573 0.227 -2.085
H: 1.984 1.035 0.912
C: 0.410 -1.919 -3.689
H: 5.479 -0.303 -0.378
H: 0.614 1.079 1.063
C: -0.470 3.628 -0.132
H: -3.640 -1.734 -0.793
H: 1.749 -3.295 -4.728
H: 5.932 0.980 1.971
H: 1.743 -2.150 1.063
H: -0.847 0.642 0.216
H: 0.059 2.961 0.548
C: 0.912 -2.177 1.768
H: 1.444 -1.784 2.635
C: -1.178 0.623 3.745
C: 5.074 0.447 1.563
C: -1.836 0.554 2.404
H: 1.784 -0.785 -5.285
H: 2.092 0.194 -0.717
H: 3.519 0.234 -1.286
O: -1.734 1.827 1.893
H: -2.362 -3.367 -2.916
C: 1.012 0.045 -0.729
O: 3.740 0.874 1.865
O: -1.287 -0.936 -2.101
H: -1.606 -0.886 -0.129
H: -3.184 3.283 -2.040
H: -0.395 -1.737 -4.401
H: 2.240 -2.656 -3.174
H: -0.922 2.454 4.963
O: -0.314 -1.433 1.474
H: -2.855 -0.434 -3.347
H: -1.405 1.945 -1.124
C: 0.182 0.970 0.068
H: 0.159 1.947 -0.415
C: 0.479 -3.631 2.031
C: -1.161 2.988 -1.329
C: -1.511 -1.657 -0.894
H: 5.298 -0.563 1.906
H: 0.550 -0.969 -3.174
H: -2.781 -3.307 -0.721
H: -0.383 -0.121 3.707
C: -0.805 2.135 3.928
H: -0.290 -0.194 -2.121
C: 5.183 0.641 0.080
C: -1.539 4.324 0.648
H: -2.345 4.786 -1.953
H: 0.884 -4.310 1.280
H: -1.487 3.930 1.663
H: -1.419 5.407 0.678
H: -2.275 -1.800 1.566
H: 0.018 -2.775 -3.139
C: -2.162 -1.256 -3.170
C: -1.042 -3.572 1.919
H: -0.748 -2.429 -0.796
H: 3.739 1.896 -0.791
C: -2.444 3.825 -1.450
C: -1.696 2.812 2.950
O: -2.776 4.010 -0.037
H: -1.304 -3.895 0.911
H: 2.748 -0.509 0.891
C: 3.811 0.865 -0.446
C: -2.907 -2.467 -2.631
H: -1.497 -1.444 -4.013
H: 0.821 -3.874 3.037
H: 0.416 4.182 -0.443
C: -2.804 -2.318 -1.177
C: 2.953 0.554 0.771
C: -1.389 -2.097 2.128
H: -1.682 -4.123 2.607
H: -3.966 -2.444 -2.890
H: 0.189 2.241 3.494
O: 2.444 -1.278 -4.792
H: -1.425 3.834 2.688
H: 5.846 1.430 -0.274
H: -0.528 2.948 -2.216
H: 0.807 -0.943 -0.317
H: -1.838 0.139 4.465
H: -2.840 0.155 2.550
H: -1.438 -1.753 3.161
H: -1.462 -0.269 1.794